# 1
Here is one molecule with the formula C4H16O2Si3 from the Open Molecules 2025 dataset. Energies are from ωB97M-V with the def2-TZVPD basis set.

Last column: Löwdin spin population.
Element x y z (Å)
C (-4.66820, 0.27617, -0.36077)  0.00
C (-3.38525, -0.09196, 0.55446)  0.00
C (-2.00654, 0.27636, -0.03956)  0.01
C (-0.88413, -0.43773, 0.76059)  0.11
O (4.22395, -1.42021, -0.57044)  0.02
O (3.09377, 2.26943, -1.17666)  0.13
Si (0.74552, -0.69716, -0.25304)  0.56
Si (4.59293, -0.06060, 0.27708)  0.29
Si (2.72070, 1.17232, 0.01377)  0.58
H (-4.61433, -0.53431, -1.10650)  0.00
H (-5.52720, 0.37632, 0.21076)  0.00
H (-4.38499, 1.22627, -0.97956)  0.00
H (-3.35891, -1.20862, 0.77068)  0.00
H (-3.59286, 0.44800, 1.53911)  0.00
H (-1.88655, -0.15874, -1.02817)  0.00
H (-2.01972, 1.37766, -0.23805)  0.00
H (-1.33802, -1.39647, 0.76384)  0.02
H (-0.67607, -0.06312, 1.69292)  0.00
H (4.60836, -2.21084, -0.21362)  0.00
H (3.62200, 2.04580, -1.89602)  0.00
H (0.23178, -1.08221, -1.67955)  0.08
H (1.58287, -1.92669, 0.17359)  0.05
H (4.84083, -0.49306, 1.73321)  0.02
H (6.03434, 0.24812, -0.12951)  0.06
H (2.04572, 2.06527, 1.18144)  0.06

Spin multiplicity: 3
Expectation value of S²: 2.004
HOMO energy (alpha / beta) (eV): -4.7 / -10.3
HOMO-LUMO gap (alpha / beta) (eV): 4.8510 / 7.0154
E_LUMO (alpha / beta) (eV): 0.133 / -3.239

---

# 2
Here is a 5-piece molecular cluster, C4H16O4 overall from the Open Molecules 2025 dataset. Energies are from ωB97M-V with the def2-TZVPD basis set.

Last column: Löwdin charge in e.
Element x y z (Å)
C (-0.34748, 1.47062, -2.35624)  -0.11
C (0.70074, 0.43856, -2.04849)  -0.19
C (1.74188, 0.60196, -1.24877)  -0.18
C (2.69745, -0.47350, -0.84882)  -0.11
H (-1.32902, 1.15786, -1.99504)  0.06
H (-0.10343, 2.42078, -1.87071)  0.07
H (-0.42611, 1.66788, -3.42418)  0.07
H (0.56025, -0.43139, -2.65578)  0.09
H (1.82241, 1.57691, -0.77085)  0.10
H (2.58532, -0.87149, 0.15882)  0.06
H (2.66347, -1.34455, -1.50414)  0.07
H (3.71167, -0.08114, -0.98327)  0.07
O (-2.72727, -1.36077, -0.92540)  -0.08
H (-1.92895, -1.43589, -1.45006)  0.01
H (-2.52482, -1.54919, 0.00964)  -0.01
O (-1.69940, 1.51686, 2.76929)  -0.05
H (-2.12015, 2.07601, 2.10041)  0.05
H (-1.55948, 0.73777, 2.20866)  0.01
O (0.91187, -0.45991, 2.87210)  -0.05
H (1.57410, -0.00629, 3.39838)  0.05
H (0.12204, 0.08788, 2.87521)  -0.01
O (-1.60491, -1.93075, 1.54405)  -0.04
H (-0.70643, -2.19392, 1.78721)  0.06
H (-2.01374, -1.61430, 2.35799)  0.06

HOMO energy (eV): -9.2
HOMO-LUMO gap (eV): 9.5441
Energy relative to the best compared isomer or geometry (same formula, charge and spin) (kcal per mole): 21.9
E_LUMO (eV): 0.303

---

# 3
Here is a 3-piece molecular cluster, C4H17N2O2 overall from the Open Molecules 2025 dataset. Energies are from ωB97M-V with the def2-TZVPD basis set.

Last column: Löwdin charge in e.
Element x y z (Å)
C (2.37193, -0.43239, -2.86178)  -0.07
C (1.78414, -0.31939, -1.47500)  -0.46
C (0.30544, -0.67642, -1.38860)  -0.11
C (-0.05039, -1.07862, 0.21558)  -0.10
N (0.18744, 0.08256, 1.18573)  0.12
N (1.94361, 1.06130, -0.92847)  0.01
H (2.32680, 0.47755, -3.54894)  0.11
H (3.39108, -0.38723, -3.13427)  0.06
H (1.80973, -1.12301, -3.46624)  0.07
H (2.41374, -0.93648, -0.64961)  0.18
H (0.13391, -1.66327, -1.88478)  0.12
H (-0.30123, 0.18044, -1.78307)  0.13
H (-1.22567, -1.25929, 0.26476)  0.15
H (0.52536, -1.97023, 0.52740)  0.12
H (0.35894, -0.29525, 2.19987)  0.20
H (0.95754, 0.65935, 0.85216)  0.10
H (2.87894, 1.24732, -0.68422)  0.07
H (1.52050, 1.77001, -1.49397)  0.08
H (-0.60867, 0.69141, 1.29527)  0.12
H (-2.55910, -1.01877, 3.06711)  0.11
H (-2.64043, 0.36003, 2.65332)  0.03
O (-1.99626, -0.38991, 2.50447)  -0.11
H (-4.69650, 1.77860, 3.53973)  0.04
H (-4.59564, 1.85006, 2.15196)  0.01
O (-4.23521, 1.39165, 2.84157)  0.03

HOMO energy (eV): -13.1
HOMO-LUMO gap (eV): 10.4306
Charge: +1
Energy relative to the best compared isomer or geometry (same formula, charge and spin) (kcal per mole): 50.7
E_LUMO (eV): -2.710

---

# 4
Here is a 3-piece molecular cluster, C4H17N2O2 overall from the Open Molecules 2025 dataset. Energies are from ωB97M-V with the def2-TZVPD basis set.

Last column: Löwdin charge in e.
Element x y z (Å)
C (-0.78360, -1.82070, -0.70710)  -0.25
N (0.17772, -2.56295, -1.45438)  0.00
C (-0.50624, -0.29322, -0.68717)  -0.27
N (0.99530, -0.14000, -0.63491)  0.19
C (-2.13863, 1.58149, -0.25557)  -0.11
C (-1.25030, 0.56125, 0.43075)  -0.18
H (-1.04017, -2.33013, 0.27804)  0.15
H (-1.79770, -1.91435, -1.20222)  0.14
H (0.46550, -3.43357, -1.05169)  0.09
H (0.22017, -2.65386, -2.45672)  0.10
H (-0.87400, -0.04009, -1.70495)  0.15
H (1.47896, -1.04959, -0.28275)  0.17
H (1.11199, -0.35125, -1.62075)  0.14
H (1.46778, 0.67072, -0.27987)  0.16
H (-3.04013, 1.06293, -0.63093)  0.09
H (-1.72482, 2.04371, -1.18926)  0.09
H (-2.30672, 2.51212, 0.29999)  0.08
H (-0.69985, 0.98973, 1.24931)  0.09
H (-1.91203, -0.24621, 0.86175)  0.12
H (4.39180, -1.50202, 0.48825)  0.06
H (4.26561, -0.02779, 0.46385)  0.05
O (3.71784, -0.81860, 0.36694)  -0.06
H (0.63395, 3.62107, 3.38070)  0.04
H (-0.69918, 2.78281, 3.43951)  0.03
O (-0.15326, 3.35850, 2.89917)  -0.06

HOMO energy (eV): -13.5
HOMO-LUMO gap (eV): 10.6169
Charge: +1
Energy relative to the best compared isomer or geometry (same formula, charge and spin) (kcal per mole): 48.8
E_LUMO (eV): -2.890

---

# 5
Here is a 4-piece molecular cluster, C4H17N2O2 overall from the Open Molecules 2025 dataset. Energies are from ωB97M-V with the def2-TZVPD basis set.

Last column: Löwdin charge in e.
Element x y z (Å)
C (-2.28110, 0.84222, 2.10366)  -0.05
C (-1.73625, 0.59583, 0.69308)  -0.46
C (-1.76169, -0.96555, 0.41015)  -0.14
C (-0.90163, -1.50334, -0.76246)  -0.19
N (0.39579, -2.04928, -0.29833)  0.12
N (-0.34340, 1.14264, 0.29620)  0.09
H (-1.63964, 0.51778, 2.93009)  0.09
H (-2.44147, 1.92689, 2.06885)  0.10
H (-3.26825, 0.36547, 2.24415)  0.11
H (-2.47013, 0.97516, -0.02710)  0.17
H (-2.76431, -1.36173, 0.30959)  0.13
H (-1.39007, -1.45369, 1.37709)  0.11
H (-1.42289, -2.25557, -1.33313)  0.13
H (-0.68434, -0.53978, -1.26088)  0.10
H (0.53862, -1.72766, 0.68132)  0.02
H (1.13530, -1.59660, -0.84352)  0.06
H (-0.41059, 2.14318, 0.50531)  0.11
H (-0.25483, 0.53027, 1.24614)  0.07
H (-0.00285, -0.83005, 2.12857)  0.41
H (1.14407, 0.70164, -0.84810)  0.00
H (2.58772, 0.46196, -1.47186)  0.06
O (1.68676, 0.12389, -1.40735)  -0.06
H (5.35184, 2.00124, -3.29716)  0.04
H (5.76839, 0.61568, -2.82187)  0.04
O (5.16494, 1.33942, -2.62244)  -0.06

HOMO energy (eV): -13.9
HOMO-LUMO gap (eV): 4.8989
Charge: +1
Energy relative to the best compared isomer or geometry (same formula, charge and spin) (kcal per mole): 215.0
E_LUMO (eV): -8.974

---

# 6
Here is a 5-piece molecular cluster, C4H17NO4 overall from the Open Molecules 2025 dataset. Energies are from ωB97M-V with the def2-TZVPD basis set.

Last column: Löwdin spin population.
Element x y z (Å)
C (-1.94004, 1.36830, 0.53340)  0.01
C (-1.64242, 1.15022, 1.99662)  0.03
C (-0.88982, -0.21823, 2.27913)  0.04
C (1.31024, 0.32833, 1.51845)  0.40
N (0.16613, -0.34309, 1.32275)  0.31
H (-2.90480, 1.84124, 0.33828)  0.00
H (-1.17511, 1.97517, 0.04378)  0.01
H (-1.77427, 0.45700, -0.06032)  0.00
H (-2.54881, 1.27513, 2.62574)  0.01
H (-0.97723, 1.90514, 2.43868)  0.01
H (-1.66778, -0.95330, 2.05107)  0.00
H (-0.67881, -0.29198, 3.36287)  0.02
H (1.63668, 0.88962, 2.41266)  0.07
H (2.00390, 0.40074, 0.69197)  0.05
H (-1.94589, -2.37318, -0.83510)  0.00
H (-0.49054, -1.97483, -0.45863)  0.00
O (-1.04810, -2.31143, -1.20521)  0.00
H (3.07778, 1.37150, -1.63895)  0.00
H (3.66438, -0.11181, -1.52459)  0.00
O (3.16053, 0.57351, -1.10378)  0.03
H (-0.24297, 0.02818, -2.69618)  0.00
H (0.87097, 1.00295, -3.33038)  0.00
O (-0.05186, 0.86749, -3.11522)  0.00
H (1.88042, -2.77587, -1.53805)  0.00
H (0.63364, -1.98069, -1.96335)  0.00
O (1.57379, -2.10010, -2.14561)  0.00

Spin multiplicity: 2
Expectation value of S²: 0.753
HOMO energy (alpha / beta) (eV): 0.6 / -3.7
HOMO-LUMO gap (alpha / beta) (eV): 2.7412 / 6.9307
Charge: -1
Energy relative to the best compared isomer or geometry (same formula, charge and spin) (kcal per mole): 16.2
E_LUMO (alpha / beta) (eV): 3.294 / 3.229

---

# 7
Here is C4H18HgO6 as an isolated structure from the Open Molecules 2025 dataset. Energies are from ωB97M-V with the def2-TZVPD basis set.

Last column: Löwdin charge in e.
Element x y z (Å)
Hg (13.17064, 6.64027, 8.11870)  1.17
C (14.38561, 6.19922, 3.45026)  -0.13
C (14.52807, 6.86946, 4.82020)  -0.47
O (13.77049, 6.32152, 5.86955)  -0.40
H (13.36508, 6.04814, 3.09840)  0.06
H (14.70427, 5.15751, 3.48778)  0.06
H (14.80626, 6.85720, 2.68985)  0.06
H (14.06496, 7.84441, 4.66821)  0.07
H (15.60888, 6.99047, 4.89310)  0.08
C (13.51251, 2.73041, 10.94547)  -0.11
C (13.50753, 4.23753, 10.51075)  -0.44
O (13.45774, 4.47263, 9.10187)  -0.39
H (13.01336, 2.44034, 11.87004)  0.05
H (14.48941, 2.26209, 11.06565)  0.05
H (13.00286, 2.08822, 10.22718)  0.06
H (14.32774, 4.70139, 11.05864)  0.08
H (12.62203, 4.71543, 10.92982)  0.05
O (11.90982, 7.39367, 9.95667)  -0.08
H (11.21870, 8.05588, 9.94888)  0.06
H (11.55481, 6.68255, 10.49005)  0.05
O (11.01345, 5.95968, 7.77342)  -0.09
H (10.79610, 5.15336, 8.24121)  0.06
H (10.20255, 6.20452, 7.32762)  0.07
O (12.69612, 8.91928, 7.46303)  -0.08
H (12.37267, 8.63186, 6.60921)  0.04
H (12.86594, 9.85482, 7.35280)  0.06
O (15.37356, 7.05809, 8.78663)  -0.08
H (15.63800, 7.72013, 9.42536)  0.06
H (16.17762, 6.84834, 8.31151)  0.07

HOMO energy (eV): -7.4
HOMO-LUMO gap (eV): 6.9354
Energy relative to the best compared isomer or geometry (same formula, charge and spin) (kcal per mole): 43.8
E_LUMO (eV): -0.461

---

# 8
Here is C4H18HgO6 as an isolated structure from the Open Molecules 2025 dataset. Energies are from ωB97M-V with the def2-TZVPD basis set.

Last column: Löwdin spin population.
Element x y z (Å)
Hg (-0.56120, 0.47690, -0.45722)  0.00
C (2.84725, 1.08965, 2.57783)  0.03
C (2.36524, 1.52177, 1.16733)  0.08
O (1.65552, 0.48952, 0.48733)  0.83
H (3.61302, 1.81162, 2.86148)  0.00
H (3.38268, 0.15216, 2.72791)  0.00
H (2.09940, 1.12573, 3.37000)  0.00
H (3.26942, 1.68839, 0.58184)  0.04
H (1.78659, 2.44549, 1.16704)  0.00
C (-1.48616, -4.20946, 0.14176)  0.00
C (-0.77684, -2.85572, -0.15163)  0.00
O (-1.45508, -1.63440, 0.09601)  0.02
H (-2.55722, -4.27777, -0.04870)  0.00
H (-1.34899, -4.64328, 1.13226)  0.00
H (-1.06017, -4.89765, -0.58833)  0.00
H (-0.40034, -2.89585, -1.17375)  0.00
H (0.19517, -2.92478, 0.33676)  0.00
O (-1.56956, 1.74660, 1.25090)  0.00
H (-1.38350, 2.68528, 1.22842)  0.00
H (-2.44492, 1.68454, 1.63315)  0.00
O (0.45174, -0.03441, -2.48431)  0.00
H (0.90450, 0.48251, -3.15068)  0.00
H (0.62397, -0.94389, -2.72806)  0.00
O (-2.33456, 0.85000, -1.74312)  0.00
H (-3.18488, 1.28776, -1.78266)  0.00
H (-2.14566, 0.61023, -2.65034)  0.00
O (-0.15374, 2.70014, -1.10709)  0.00
H (0.22039, 3.50847, -0.75658)  0.00
H (-0.55218, 2.96048, -1.93757)  0.00

Spin multiplicity: 2
Expectation value of S²: 0.755
HOMO energy (alpha / beta) (eV): -10.8 / -10.8
HOMO-LUMO gap (alpha / beta) (eV): 6.9492 / 5.1781
Charge: +1
Energy relative to the best compared isomer or geometry (same formula, charge and spin) (kcal per mole): 2.3
E_LUMO (alpha / beta) (eV): -3.841 / -5.583

---

# 9
Here is a 4-piece molecular cluster, C4H18N2O3S overall from the Open Molecules 2025 dataset. Energies are from ωB97M-V with the def2-TZVPD basis set.

Last column: Löwdin charge in e.
Element x y z (Å)
N (-3.19612, 0.85225, 0.47409)  -0.04
C (-2.21513, 1.26168, 1.49837)  -0.24
C (-1.51017, -0.10993, 1.70350)  -0.19
N (-0.30970, -0.04792, 0.74177)  -0.05
C (0.92554, 0.44513, 1.36484)  -0.30
C (2.06186, -0.22254, 0.51752)  -0.65
S (3.54633, 0.40215, 1.13579)  0.72
H (-4.07333, 1.11171, 0.29117)  0.00
H (-2.73775, 0.67414, -0.45151)  0.08
H (-1.62950, 2.16196, 1.18036)  0.11
H (-2.83247, 1.49539, 2.38693)  0.10
H (-1.31572, -0.38998, 2.70680)  0.07
H (-2.28530, -0.94947, 1.39417)  0.14
H (-0.29322, -0.89429, 0.38291)  -0.02
H (1.07903, 1.51170, 1.21389)  0.09
H (1.04967, 0.09456, 2.41381)  0.11
H (1.83471, -0.04369, -0.56327)  0.07
H (1.88609, -1.31745, 0.44055)  0.09
H (3.24740, 1.73179, 1.09421)  -0.11
O (-0.39984, -3.01931, -0.72225)  -0.01
H (-0.35019, -3.73811, -1.32737)  0.03
H (-0.90877, -2.38250, -1.17099)  -0.01
O (-1.92945, -0.35184, -3.23813)  -0.05
H (-1.58309, 0.01584, -4.02527)  0.03
H (-1.99140, -1.32890, -3.23164)  0.08
O (0.23078, 1.00775, -2.83248)  -0.12
H (-0.71862, 0.66900, -2.52637)  0.05
H (0.63737, 0.17464, -3.05449)  0.00

HOMO energy (eV): -8.3
HOMO-LUMO gap (eV): 8.1645
Energy relative to the best compared isomer or geometry (same formula, charge and spin) (kcal per mole): 62.2
E_LUMO (eV): -0.109

---

# 10
Here is a 4-piece molecular cluster, C4H18NO3 overall from the Open Molecules 2025 dataset. Energies are from ωB97M-V with the def2-TZVPD basis set.

Last column: Löwdin charge in e.
Element x y z (Å)
C (-1.56885, -0.11284, 0.72430)  -0.06
C (-1.50353, 0.74462, -0.51488)  -0.17
N (-0.92606, 2.10522, -0.25023)  0.04
C (0.44550, 2.16635, 0.42454)  -0.16
C (1.09765, 3.49222, 0.17150)  -0.06
H (-0.66696, -0.63758, 0.99478)  0.06
H (-2.30034, -0.89780, 0.54474)  0.10
H (-1.91129, 0.47229, 1.56526)  0.09
H (-0.93018, 0.32857, -1.34317)  0.14
H (-2.50643, 0.94436, -0.87921)  0.13
H (-1.55290, 2.64621, 0.33879)  0.18
H (-0.83132, 2.60158, -1.13148)  0.17
H (0.97814, 1.31367, 0.04510)  0.08
H (0.27542, 1.95896, 1.45684)  0.13
H (2.16194, 3.34005, 0.02583)  0.09
H (0.76387, 4.03879, -0.72073)  0.09
H (0.97322, 4.26230, 0.93062)  0.09
H (1.54074, -1.39709, 0.36484)  0.02
H (2.58487, -0.94414, -0.64484)  0.06
O (1.76554, -0.65961, -0.22123)  -0.06
H (0.93108, -5.53108, -1.28149)  0.06
H (-0.07401, -4.81047, -2.16968)  0.06
O (0.32620, -4.77942, -1.29478)  -0.04
H (0.33104, -3.89071, 1.66314)  0.05
H (0.29790, -3.59526, 0.16454)  0.00
O (0.29876, -3.15923, 1.03690)  -0.07

HOMO energy (eV): -14.1
HOMO-LUMO gap (eV): 11.3097
Charge: +1
Energy relative to the best compared isomer or geometry (same formula, charge and spin) (kcal per mole): 12.3
E_LUMO (eV): -2.761